Here is a cluster of 8 separate species, C28H72Br3N5O3 in total from the OMol25 dataset. Energies are from ωB97M-V/def2-TZVPD.

XYZ file:
```
111
Properties=species:S:1:pos:R:3:forces:R:3
C 11.2503 8.8098 13.8437 0.39 1.68 -0.60
C 10.4881 10.0944 14.2574 0.07 -0.35 0.48
C 10.3641 11.0447 13.0664 -0.02 -1.42 -0.43
N 9.6299 12.2827 13.3389 0.73 2.83 -1.31
C 10.5191 13.2256 14.1510 -1.75 -0.21 0.12
C 8.2700 12.1802 13.8445 0.13 1.38 2.62
C 7.6182 13.5579 13.6493 -1.05 -0.02 0.35
C 8.1264 13.9405 12.2280 -0.56 -1.84 1.10
C 9.3246 13.0272 12.0046 0.36 -0.21 -0.09
H 11.1383 8.6321 12.7842 -0.43 -0.23 -0.38
H 10.9933 7.9305 14.3700 -0.46 -0.72 0.69
H 12.3068 8.9700 13.9386 0.66 0.03 0.31
H 10.9330 10.5913 15.1363 0.18 -0.22 -0.41
H 9.5037 9.7851 14.6193 -0.17 0.19 -0.32
H 9.8763 10.4740 12.2530 -0.19 0.48 0.37
H 11.3088 11.3690 12.6246 0.18 -0.23 0.33
H 10.2074 14.2643 14.0362 -0.34 -0.23 0.03
H 11.4635 13.1569 13.6976 1.42 -0.19 -0.16
H 10.4653 12.9164 15.1907 0.31 0.03 0.00
H 8.2475 11.8236 14.8677 0.24 0.15 0.35
H 7.8316 11.4199 13.3038 -1.34 -1.42 -1.54
H 7.8421 14.3343 14.4233 0.29 -0.90 -0.54
H 6.5058 13.3987 13.7728 1.11 0.34 -0.59
H 8.2879 14.9591 12.0263 0.50 1.28 0.09
H 7.4092 13.5861 11.5287 -0.90 0.01 -0.65
H 10.1684 13.5728 11.6154 0.64 0.00 0.26
H 9.0827 12.2407 11.3033 -0.06 -0.23 -0.12
C 24.0701 15.7989 11.0362 0.91 -0.64 0.01
C 25.1445 16.7987 10.5430 0.40 -0.79 -0.60
C 24.3891 17.9345 9.9099 1.09 -0.89 -2.05
N 25.1722 18.9240 9.0548 0.02 -0.17 1.20
C 24.0779 19.8651 8.6432 -0.36 -0.20 0.64
C 25.8756 18.2202 7.8769 0.96 1.77 -0.07
C 27.3725 18.5050 8.1396 0.42 -0.36 -1.18
C 27.4531 19.7797 8.9001 -1.49 0.15 1.82
C 26.2756 19.5302 9.9078 0.31 1.37 -1.19
H 23.5901 16.1800 11.9205 -0.24 0.10 0.46
H 24.4657 14.7899 11.2487 0.19 0.62 0.18
H 23.3168 15.5977 10.2932 -0.28 0.30 -0.54
H 25.8206 16.2987 9.7882 -0.69 0.49 0.79
H 25.7664 17.1811 11.3676 -0.19 -0.48 -0.13
H 23.8813 18.5099 10.6182 -0.86 0.79 1.18
H 23.7449 17.5778 9.1177 -0.82 -0.69 0.34
H 24.4614 20.7731 8.2484 0.60 0.67 -0.54
H 23.4719 20.1318 9.5490 0.56 -0.34 -0.90
H 23.4675 19.3385 7.8998 0.09 0.11 0.22
H 25.5768 18.7206 6.9436 -0.17 -0.20 0.44
H 25.5739 17.1977 7.8286 -0.23 -0.58 -0.02
H 27.9710 18.6496 7.2200 -0.46 -0.74 0.27
H 27.8235 17.7613 8.7849 0.08 -0.58 -0.25
H 27.2763 20.6464 8.2881 -0.13 0.47 -0.23
H 28.3945 19.8915 9.4288 0.06 0.11 0.01
H 25.8969 20.3947 10.4662 -0.01 -0.12 -0.33
H 26.5638 18.7832 10.6176 0.25 -0.36 0.27
C 18.5785 14.3633 5.2042 0.22 -1.00 -1.55
C 17.9351 15.4410 5.9905 0.81 1.44 -0.35
C 19.0621 16.3321 6.6186 -0.35 -0.74 -1.30
O 19.3603 17.2826 5.6364 1.28 1.28 0.36
C 20.3878 18.3011 5.9597 -1.54 1.22 0.13
N 17.0939 16.4091 5.0771 -0.88 -0.54 1.88
H 16.1313 16.5527 5.4569 0.57 -0.32 0.11
H 17.5813 17.3055 5.0940 0.47 0.21 -0.10
H 17.0064 16.1076 4.1269 0.16 -0.46 -0.65
H 17.8914 13.6230 4.7589 0.02 0.44 0.16
H 19.2016 13.8084 5.8825 0.27 -0.31 0.36
H 19.2639 14.7095 4.4106 -0.35 0.16 0.32
H 17.3119 15.0038 6.7478 -0.68 0.26 0.23
H 19.9329 15.7287 6.7901 0.48 -0.53 0.23
H 18.7721 16.7558 7.5389 -0.62 0.81 1.20
H 20.9271 18.4694 5.0454 0.43 -0.23 -0.21
H 21.0802 18.1939 6.8129 -0.52 -1.11 -0.54
H 19.8341 19.2487 6.1613 0.10 -0.54 -0.13
C 11.3598 17.7828 6.2083 2.17 1.17 0.53
C 10.9928 17.5909 7.6797 0.32 -0.16 -0.47
C 9.6426 18.1763 7.9454 -0.76 -0.28 1.06
O 8.6646 17.4278 7.2062 0.42 0.88 -0.10
C 7.6062 18.2953 6.7869 -0.31 -0.07 -0.09
N 10.9610 16.1123 7.8487 -1.27 -0.77 -1.42
H 11.8673 15.7778 7.5443 0.76 -0.30 0.07
H 10.8486 15.8289 8.8718 -0.39 0.06 -0.72
H 10.2592 15.7485 7.0803 1.17 0.62 2.45
H 10.7065 17.2127 5.5962 -0.80 -0.32 -0.64
H 12.4124 17.4102 6.0138 -1.09 0.58 0.25
H 11.2870 18.8665 5.9496 0.14 -0.91 0.00
H 11.7127 18.0082 8.4088 -0.17 -0.29 -0.55
H 9.7552 19.2305 7.6589 -0.57 -0.12 -0.19
H 9.3732 18.1551 9.0333 0.23 -0.05 -0.74
H 6.7524 17.7185 6.3796 0.72 0.14 0.28
H 7.9547 19.0220 6.0405 0.01 -0.26 0.00
H 7.2788 18.8608 7.6541 -0.35 0.11 0.13
C 14.9044 15.2894 11.0650 1.43 -0.94 0.84
C 15.0008 16.6729 11.6547 -0.10 0.17 0.67
C 16.4123 17.2139 11.8048 0.64 -1.15 -0.04
O 17.2557 16.7042 10.7999 -0.31 0.92 -0.81
C 18.5217 17.3336 10.8826 0.55 -0.70 0.18
N 14.1371 17.5056 10.7296 1.03 -2.15 -0.65
H 14.3622 17.1517 9.7824 -0.02 -0.06 -0.42
H 13.1845 17.1860 10.8794 -1.12 0.36 0.14
H 14.2900 18.4725 10.6547 -0.05 1.78 0.64
H 15.1706 15.3182 9.9924 0.09 -0.36 0.71
H 13.9092 14.8914 11.1928 -0.38 -0.04 -0.10
H 15.6044 14.6441 11.6739 -0.63 0.46 -0.97
H 14.5505 16.6842 12.6610 -0.10 0.26 -0.46
H 16.8835 16.8851 12.7530 -0.73 0.30 0.07
H 16.4190 18.2874 11.7589 -0.09 0.82 0.22
H 18.5389 18.4262 10.9685 -0.53 -0.07 0.06
H 19.1018 17.0743 10.0111 0.00 -0.18 -0.39
H 19.0349 16.8893 11.7337 0.30 0.25 0.30
Br 14.6178 16.0992 7.5889 -0.22 0.29 -0.20
Br 11.0629 16.0506 11.0060 0.19 0.06 0.15
Br 23.0505 16.2947 6.9249 -0.03 0.13 0.26
```
Forces are in eV/Å.

Computed properties:
- HOMO energy (eV) = -10.578
- charge = +2
- DFT total energy (a.u.) = -9331.0679

***

Here is a cluster of 7 separate species, C28H72ClN4O14 in total from the OMol25 dataset. Energies are from ωB97M-V/def2-TZVPD.

XYZ file:
```
119
Properties=species:S:1:pos:R:3:forces:R:3
Cl 1.8546 18.5019 -1.5976 -0.74 2.09 2.71
O 1.2076 19.7784 -1.3050 0.75 -0.81 -0.57
O 1.4059 17.9634 -2.8005 -2.53 -1.74 -2.85
O 3.2438 18.6208 -1.7949 2.91 0.82 0.65
O 1.5934 17.6467 -0.4616 -0.11 -0.70 0.05
C -2.3244 17.8855 -1.4580 0.31 1.42 2.46
C -2.5427 19.3414 -0.7859 -1.41 -0.89 -2.46
O -1.8672 20.4206 -1.3987 1.11 -0.09 0.53
H -2.6325 17.7622 -2.4963 0.31 0.27 0.10
H -2.8805 17.2050 -0.8132 -0.61 -0.13 -0.19
H -1.3119 17.5818 -1.1922 0.36 0.12 -0.91
H -2.4361 19.3103 0.2985 0.67 0.06 -0.27
H -3.5667 19.6383 -1.0127 -0.84 -0.70 0.65
H -2.3485 20.6784 -2.1883 0.07 -0.06 0.04
C 3.0350 16.1861 -6.3120 -1.20 -1.11 -2.89
C 3.3814 15.1888 -5.2663 -1.35 -0.64 -0.70
O 4.1936 15.9687 -4.5465 3.27 1.28 3.85
H 2.4029 16.9785 -5.9113 0.50 0.19 0.00
H 2.5350 15.7883 -7.1951 -0.72 -0.29 -0.07
H 3.9823 16.4652 -6.7733 -0.01 0.78 0.49
H 3.9555 14.3153 -5.5754 -0.16 -0.08 -0.46
H 2.5620 14.8560 -4.6292 -0.47 -0.30 -0.37
H 3.6624 16.5040 -3.9525 0.09 0.33 0.30
C 3.9770 15.7832 3.9929 1.81 0.57 -0.29
O 4.4913 16.9745 3.3378 0.11 -1.25 1.22
C 3.4981 17.6086 2.5805 -0.51 0.39 -1.46
C 4.1117 18.7175 1.6432 -0.45 -0.74 0.67
N 5.1442 19.4744 2.4166 -2.26 0.46 -1.76
C 4.4124 20.6006 3.0871 2.62 -1.46 1.73
C 5.3796 20.9494 4.2993 -2.65 1.28 -1.05
O 6.3341 21.8744 3.8350 1.16 0.49 0.47
C 7.0265 22.6546 4.8360 -1.83 -0.71 0.31
H 3.5777 15.0955 3.2474 -0.46 0.10 0.13
H 3.3583 15.9460 4.8754 -0.72 0.49 -0.43
H 4.8469 15.2999 4.4376 0.27 -0.06 -0.24
H 2.7319 17.9830 3.2594 -0.20 0.36 0.06
H 3.0422 16.8426 1.9532 -0.37 0.12 -0.26
H 3.3128 19.3661 1.2839 -0.06 0.15 0.38
H 4.3886 18.2673 0.6899 0.86 -0.17 0.24
H 5.3628 18.7746 3.1113 0.46 0.46 0.52
H 3.4471 20.2666 3.4674 -0.16 -0.18 0.37
H 4.1765 21.5004 2.5189 0.66 -0.24 -0.53
H 5.7070 20.0408 4.8046 0.70 -0.04 -0.22
H 4.6664 21.4159 4.9789 0.25 0.55 0.72
H 7.7012 23.4006 4.4160 0.32 -0.78 -0.34
H 7.3981 22.0026 5.6265 0.94 -0.11 -0.27
H 6.3170 23.2537 5.4067 -0.60 0.27 -0.08
C 2.4992 25.8399 0.1115 -0.77 -0.15 -1.44
O 1.4919 25.4096 -0.8804 1.13 1.27 -0.45
C 1.5222 26.2050 -2.1486 1.09 -1.01 1.31
C 0.1739 26.1946 -2.8070 -2.18 -1.22 0.50
N -0.3065 24.8741 -3.2413 1.01 -1.20 -1.63
C 0.6274 24.2269 -4.2090 0.19 -0.82 1.79
C 0.2046 22.8556 -4.8271 -0.19 0.50 3.04
O -0.0181 21.9245 -3.6967 -0.11 -0.27 -1.25
C -0.2515 20.5726 -4.1800 -0.24 0.77 -1.36
H 3.5087 25.9250 -0.2909 0.01 0.06 -0.52
H 2.6114 25.1136 0.9165 -0.72 -0.08 -0.14
H 2.2008 26.8207 0.4818 0.07 0.06 0.31
H 2.3121 25.8016 -2.7821 -0.01 -0.33 -0.10
H 1.8772 27.2199 -1.9696 -0.42 0.33 0.37
H 0.0080 26.9147 -3.6083 0.71 0.54 -0.03
H -0.5465 26.3908 -2.0128 0.01 0.70 0.11
H -1.2342 24.8256 -3.6376 -0.25 0.74 0.33
H 1.4379 24.0703 -3.4972 0.66 -0.63 -0.71
H 1.0033 24.8752 -5.0005 -0.18 0.33 -0.38
H 1.0222 22.5087 -5.4590 -0.15 -0.14 -0.21
H -0.7225 23.0546 -5.3646 -0.19 -0.53 -0.41
H -0.5122 19.7290 -3.5409 0.80 0.90 1.25
H 0.5854 20.2781 -4.8133 0.18 -0.19 0.07
H -1.1340 20.5796 -4.8197 -0.27 0.35 -0.60
C 8.5228 17.8382 -4.3106 -1.15 -0.28 -0.14
O 7.9597 18.6035 -3.2435 3.23 0.32 -1.51
C 7.1114 17.8719 -2.4668 -2.78 0.45 0.68
C 6.7757 18.7259 -1.2363 -1.26 -1.22 -0.19
N 7.8912 19.3829 -0.6388 1.03 -0.75 -0.58
C 8.8908 18.4270 -0.0937 -0.39 1.80 0.51
C 8.4331 18.1027 1.3052 -0.55 0.62 1.62
O 8.5012 19.2247 2.2402 1.22 -0.62 -1.52
C 8.3744 18.9089 3.6015 0.34 0.52 -0.86
H 7.6544 17.4461 -4.8401 0.06 -0.47 -0.35
H 9.1390 17.0044 -3.9742 -0.02 -0.09 0.37
H 9.1080 18.3708 -5.0602 -0.06 0.77 0.55
H 7.3076 16.8323 -2.2045 1.07 -0.09 -0.21
H 6.1660 17.8546 -3.0092 -0.44 -0.60 -0.08
H 6.2659 18.0150 -0.5860 -0.29 0.44 0.42
H 6.0923 19.5059 -1.5718 -0.27 -0.13 0.25
H 8.2169 19.7514 -1.5210 1.28 0.83 0.28
H 9.8512 18.9425 -0.0854 0.07 0.22 0.38
H 9.1344 17.5133 -0.6358 -0.66 -0.35 -0.36
H 9.0123 17.2575 1.6772 0.07 -0.17 0.35
H 7.3641 17.8976 1.3629 -0.11 -0.76 -0.61
H 8.7600 19.8314 4.0354 -0.40 -0.15 0.74
H 9.0134 18.0799 3.9058 0.13 -0.27 0.04
H 7.3379 18.6946 3.8619 -0.05 0.03 0.24
C 0.6436 20.0156 2.0589 -0.87 -0.16 -0.37
O -0.4880 20.7390 1.5894 -1.33 -0.02 0.63
C -1.4764 21.1159 2.5939 2.30 -1.76 -0.11
C -2.7809 21.5721 2.0409 1.20 1.37 1.02
N -2.5315 22.8324 1.3099 -1.33 -0.63 -0.45
C -2.7710 23.9927 2.1685 0.47 0.94 -1.02
C -2.6413 25.3652 1.3546 0.13 -0.98 1.23
O -1.3578 25.5055 0.8070 1.02 -0.84 0.17
C -0.8827 26.8368 0.7361 -1.43 -0.06 -0.82
H 0.4586 18.9441 2.1351 -0.39 -0.32 -0.12
H 0.9280 20.3028 3.0712 0.45 0.58 0.01
H 1.3904 20.1144 1.2711 0.14 0.31 0.37
H -0.9363 21.8104 3.2373 -0.46 0.84 0.03
H -1.6970 20.3063 3.2896 0.10 -0.78 -0.04
H -3.3469 21.8016 2.9437 -0.49 0.04 0.38
H -3.3645 20.7828 1.5670 0.42 0.28 -0.70
H -3.2805 22.7981 0.6332 0.17 0.64 -0.71
H -2.0562 23.9740 2.9911 0.19 0.12 -0.08
H -3.7608 23.8896 2.6133 -0.42 0.53 0.21
H -2.8184 26.2390 1.9818 -0.22 -0.11 0.67
H -3.4577 25.4056 0.6336 0.09 -0.16 -0.68
H 0.0801 26.9630 0.2409 -0.03 -0.80 0.29
H -0.8853 27.3379 1.7040 -0.03 0.04 0.18
H -1.6116 27.2792 0.0570 -0.01 1.11 0.07
```
Forces are in eV/Å.

Computed properties:
- HOMO energy (eV) = -5.979
- charge = -1
- DFT total energy (a.u.) = -2841.9761

***

Number 1: gap between HOMO and LUMO 7.18 eV. Number 2: gap between HOMO and LUMO 8.57 eV.